No. 1
Molecular formula: C38H55N4O34
Method: DFT, wB97M-V/def2-TZVPD

Properties
calculated total energy: -115867.7104 eV
E_LUMO: -3.146 eV
spin multiplicity: 1
net charge: +1
highest occupied orbital energy: -12.0 eV

Each line ends with the Mulliken charge.
Positions of all 131 atoms, in Å:
C 0.6543 6.0011 -4.4411  -1.371
C 1.0847 4.9296 -3.4658  0.116
O 2.0628 4.1001 -4.0908  -0.383
C 2.8190 3.2741 -3.2662  -0.808
N 2.1109 2.7295 -2.1214  0.469
C 2.2254 3.1414 -0.8626  0.472
N 1.5737 2.5998 0.1794  -0.407
C 1.9523 3.2964 1.2345  -0.230
N 2.8160 4.2633 0.9091  -0.202
N 2.9977 4.1773 -0.4458  0.225
H -0.0675 5.6329 -5.1617  0.303
H 0.1809 6.7996 -3.8727  0.397
H 1.5216 6.4228 -4.9402  0.351
H 0.2214 4.3433 -3.1528  0.276
H 1.5233 5.4144 -2.5861  0.144
H 3.7254 3.7781 -2.9123  0.266
H 3.1330 2.4285 -3.8720  0.330
H 1.4778 1.9577 -2.2632  0.083
H 1.6401 3.1421 2.2560  0.448
H 3.2629 4.9699 1.4704  0.202
H 3.5900 4.8018 -0.9650  0.249
C 1.9379 -0.0139 5.0082  -0.164
C 0.9658 -0.1537 3.8620  0.724
O 0.3315 1.1483 3.8505  -0.320
C 1.1719 2.0235 4.4135  0.701
O 1.0309 3.2164 4.3702  -0.645
O 2.2051 1.4112 5.0042  -0.331
H 2.8585 -0.5738 4.8738  0.410
H 1.4819 -0.2890 5.9526  0.114
H 1.4373 -0.3046 2.8967  -0.140
H 0.2396 -0.9410 4.0303  -0.328
C 1.5365 -0.9180 -0.8628  0.322
C 0.9735 -2.2620 -1.2767  0.247
O 1.2074 -3.0600 -0.1007  -0.357
C 1.2748 -2.2425 0.9574  0.629
O 1.2023 -2.5810 2.0986  -0.506
O 1.3634 -0.9502 0.5637  -0.230
H 1.0060 -0.0703 -1.2853  -0.091
H 2.5931 -0.8427 -1.1038  -0.052
H -0.0975 -2.2438 -1.4601  -0.230
H 1.4679 -2.6912 -2.1434  0.212
C 6.5340 1.3210 -1.8533  -0.484
C 6.0068 2.4858 -2.6698  -0.224
O 4.9166 1.8866 -3.3849  -0.382
C 4.5111 0.7944 -2.7026  0.849
O 3.5404 0.1548 -2.9674  -0.442
O 5.3539 0.5162 -1.6936  -0.348
H 6.9279 1.6098 -0.8835  0.306
H 7.2832 0.7383 -2.3882  0.321
H 5.6133 3.2881 -2.0399  0.091
H 6.7314 2.8989 -3.3647  0.401
C 2.3763 -0.9665 9.5525  -0.260
C 1.5385 -2.0735 10.1626  -0.329
O 0.4306 -2.1497 9.2470  -0.360
C 0.8278 -1.6650 8.0617  0.648
O 0.1916 -1.7321 7.0515  -0.530
O 2.0357 -1.0816 8.1555  -0.260
H 3.4435 -1.0926 9.6917  0.278
H 2.0846 0.0159 9.9027  0.243
H 2.0496 -3.0369 10.1726  0.247
H 1.1845 -1.8461 11.1632  0.301
C 4.1571 -1.9993 -5.4291  0.583
C 4.0698 -3.5103 -5.3609  -0.233
O 5.1275 -3.9080 -6.2439  -0.353
C 6.0297 -2.9044 -6.3203  0.621
O 7.0973 -2.9816 -6.8299  -0.521
O 5.5413 -1.7836 -5.7261  -0.340
H 3.8902 -1.5067 -4.5012  -0.432
H 3.5521 -1.5901 -6.2403  0.191
H 4.2852 -3.8967 -4.3628  0.277
H 3.1160 -3.9040 -5.6981  0.234
C -2.5653 -2.4398 -5.2388  -0.204
C -2.1654 -1.6267 -4.0355  -0.119
O -0.9233 -2.2375 -3.6580  -0.033
C -0.3922 -2.8241 -4.7625  0.478
O 0.7195 -3.2514 -4.8089  -0.488
O -1.2835 -2.8467 -5.7653  -0.388
H -3.1261 -1.8671 -5.9706  0.298
H -3.1308 -3.3312 -4.9685  0.200
H -2.0058 -0.5750 -4.2758  0.240
H -2.8772 -1.6974 -3.2211  0.050
C -3.8770 -3.2810 -1.3483  -0.119
C -4.4299 -4.3947 -0.4893  -0.178
O -5.7298 -4.5960 -1.0672  -0.361
C -5.7020 -4.1670 -2.3477  0.495
O -6.5640 -4.3381 -3.1441  -0.538
O -4.5506 -3.4856 -2.5976  -0.181
H -2.7988 -3.3427 -1.4840  0.100
H -4.1341 -2.2910 -0.9640  0.306
H -3.8608 -5.3205 -0.5794  0.363
H -4.5085 -4.1232 0.5591  0.106
C -1.4575 -3.7324 4.2786  -0.049
C -2.0366 -2.6418 3.3972  0.109
O -3.0373 -3.3542 2.6544  -0.308
C -3.3995 -4.4511 3.3695  0.589
O -4.3201 -5.1462 3.0900  -0.507
O -2.5707 -4.6282 4.4155  -0.381
H -1.1332 -3.3788 5.2537  0.207
H -0.6362 -4.2640 3.7961  0.178
H -2.5243 -1.8523 3.9712  0.287
H -1.3055 -2.2013 2.7235  -0.096
C 4.0930 3.5889 7.8156  -0.099
C 3.8263 4.5384 8.9694  -0.344
O 3.3636 3.6458 9.9890  -0.320
C 3.8402 2.4128 9.7258  0.669
O 3.7601 1.4831 10.4635  -0.556
O 4.4048 2.3681 8.4987  -0.317
H 4.9271 3.8915 7.1886  0.300
H 3.2122 3.4252 7.1922  0.087
H 4.7314 5.0336 9.3235  0.258
H 3.0690 5.2858 8.7516  0.309
C -5.0999 2.6399 -7.3399  -0.295
C -5.1438 3.5943 -6.1619  -0.286
O -5.2124 2.6959 -5.0473  -0.315
C -4.7053 1.5056 -5.4269  0.639
O -4.4911 0.5934 -4.6933  -0.503
O -4.4879 1.4798 -6.7590  -0.310
H -4.5062 3.0027 -8.1736  0.285
H -6.0939 2.3683 -7.6960  0.272
H -4.2336 4.1895 -6.0762  0.220
H -6.0055 4.2551 -6.1663  0.292
C -8.2922 -1.7271 -0.6288  0.276
C -9.4644 -1.9725 -1.5578  -0.324
O -10.1757 -0.7307 -1.4716  -0.343
C -9.3101 0.2370 -1.0942  0.661
O -9.5455 1.3997 -1.0960  -0.528
O -8.1279 -0.3080 -0.7136  -0.328
H -7.3840 -2.2334 -0.9434  -0.308
H -8.5135 -1.9951 0.4056  0.264
H -9.1511 -2.1290 -2.5907  0.273
H -10.0986 -2.7976 -1.2481  0.323

Atoms 1-3, force components in eV/Å:
0.0 0.1 0.3
0.3 0.3 -0.2
-0.4 -0.1 0.1

No. 2
Molecular formula: C38H56Br6N3O6PS
Method: DFT, wB97M-V/def2-TZVPD

Properties
calculated total energy: -497432.7784 eV
energy relative to the best compared isomer or geometry (same formula, charge and spin): 224.0 kcal per mole
structure (SMILES): CCc1c2c(cc(CCN)c1P(O)O)Sc1cc(CCC(=O)O)c([C@@H](C)CC)c(CCCCn3cccc3)c1N2COO.BrCCBr.BrCCBr.BrCCBr
E_LUMO: 0.094 eV
spin multiplicity: 1
highest occupied orbital energy: -7.8 eV

Each line ends with the Mulliken charge.
Positions of all 111 atoms, in Å:
C 0.2275 -4.9417 1.6155  -1.013
C 0.9656 -3.4959 1.7111  -0.228
C 1.0359 -2.8461 0.2265  -0.929
C 0.1736 -1.6087 -0.1162  -0.986
C 0.2625 -1.0476 -1.5866  0.356
C 1.1823 -1.6562 -2.7126  0.041
C 2.0646 -2.8840 -2.3443  0.121
C 3.0304 -3.4734 -3.4655  -1.030
C 2.3483 -4.5409 -4.4623  0.011
N 0.9190 -4.7011 -4.0401  -0.260
C 1.9661 -3.4440 -0.8933  1.478
P 3.0276 -4.9400 -0.3265  0.276
O 3.3352 -5.9913 -1.6465  -0.429
O 4.5531 -4.1879 0.0676  -0.588
S -0.8108 0.4597 -1.8881  -0.343
C -0.5738 1.3802 -0.2794  0.397
C -0.3968 2.9069 -0.1738  -1.408
C -0.1521 3.6134 1.2099  1.206
C 0.0613 5.1884 1.1493  -0.890
C 1.6333 5.6301 1.0830  0.179
C 1.7439 6.8315 0.0016  0.015
O 1.4667 8.0012 0.3803  -0.600
O 2.1751 6.6424 -1.3319  -0.427
C -0.0972 2.7368 2.5062  0.269
C 0.1845 3.3863 3.9405  0.176
C 1.7543 3.7641 4.1679  -1.227
C -0.8167 4.6098 4.3138  -0.531
C -0.0688 6.0097 4.5877  -1.041
C -0.2852 1.1790 2.3753  -0.261
C -0.2038 0.1727 3.6341  -0.568
C -1.6285 -0.1425 4.2999  -0.524
C -2.6606 1.0945 4.2802  0.035
C -3.8767 0.8677 3.2304  0.239
N -4.5331 2.1372 2.8041  0.303
C -4.6461 2.2435 1.3568  -0.131
C -5.3006 3.6193 1.0944  -0.556
C -5.5398 4.2246 2.5084  -0.534
C -5.0450 3.2357 3.5975  -0.297
C -0.5294 0.4735 0.9914  -0.589
N -0.6828 -1.0172 0.9341  1.490
C -2.1015 -1.4035 0.6788  -0.144
O -2.7011 -2.1760 1.7536  -0.095
O -3.3570 -3.2510 1.1949  -0.464
H -0.2585 -5.0906 0.5782  0.174
H 0.9420 -5.8120 1.8672  0.292
H -0.6533 -5.0106 2.3630  0.391
H 0.3875 -2.7595 2.3833  -0.326
H 2.0535 -3.5817 2.0611  0.498
H 1.2114 -1.2172 -3.7902  -0.249
H 3.9326 -3.9479 -2.9429  0.349
H 3.4494 -2.5727 -4.0531  0.381
H 2.3725 -4.0786 -5.5129  -0.242
H 2.9675 -5.5049 -4.3869  0.229
H 0.4437 -5.1026 -4.8634  0.242
H 0.8806 -5.3599 -3.2433  -0.003
H 4.3101 -6.0437 -1.8088  0.316
H 4.3542 -3.4710 0.7229  0.352
H -0.4273 3.5086 -1.1411  0.119
H -0.4868 5.7866 1.9470  0.319
H -0.3790 5.5415 0.1388  0.521
H 2.2340 4.7144 0.7701  0.142
H 1.9928 6.1035 2.0683  0.296
H 2.2263 7.5625 -1.7033  0.344
H -0.0257 2.5778 4.7403  0.438
H 2.0893 4.6624 3.5564  0.151
H 1.8969 3.9120 5.3051  0.358
H 2.4291 2.8701 3.8961  0.307
H -1.6220 4.7665 3.4994  0.272
H -1.3916 4.3532 5.2726  0.320
H 0.6523 6.2705 3.7236  0.145
H 0.5432 6.0355 5.5493  0.328
H -0.8339 6.8742 4.6042  0.336
H 0.5100 0.6016 4.4341  0.483
H 0.3254 -0.7784 3.2454  0.007
H -1.4243 -0.3653 5.4178  0.496
H -2.1269 -1.1057 3.9023  0.021
H -3.1652 1.1120 5.3216  0.534
H -2.1671 2.1153 4.1514  -0.407
H -3.5382 0.2992 2.3043  -0.688
H -4.6326 0.1935 3.7913  0.198
H -4.3059 1.4356 0.6163  0.211
H -5.5308 4.0080 0.0547  0.337
H -6.0141 5.2541 2.6953  0.309
H -5.0587 3.3054 4.7279  0.350
H -2.1619 -1.9760 -0.3209  0.431
H -2.7282 -0.4492 0.5614  -0.089
H -3.9833 -3.6105 1.8619  0.290
Br -1.9159 -9.9318 -4.6324  -0.150
C -2.6351 -8.2287 -4.0149  -0.614
C -1.5443 -7.1992 -3.8550  -0.613
Br -0.5146 -7.5053 -2.2289  -0.112
H -3.1775 -8.4288 -3.0910  0.367
H -3.3424 -7.9224 -4.7873  0.387
H -1.9712 -6.2015 -3.7368  0.397
H -0.8353 -7.1900 -4.6828  0.336
Br 1.1158 0.5382 -5.5398  -0.069
C 1.4185 0.2306 -7.4414  -0.624
C 0.6084 -0.9374 -7.9459  -0.564
Br 1.4029 -2.6336 -7.4126  -0.076
H 2.4925 0.1007 -7.5747  0.372
H 1.1052 1.1541 -7.9309  0.343
H 0.6019 -0.9579 -9.0370  0.341
H -0.4186 -0.9391 -7.5810  0.376
Br 2.3103 0.6161 -1.8389  0.178
C 3.0929 2.0844 -0.8184  -0.239
C 4.3857 2.5583 -1.4370  -0.647
Br 5.8494 1.3313 -1.0451  -0.181
H 3.2092 1.7311 0.2066  0.411
H 2.3427 2.8775 -0.8417  -0.234
H 4.6928 3.5129 -1.0054  0.416
H 4.3344 2.6554 -2.5213  0.418

Atoms 1-3, force components in eV/Å:
-0.5 -0.1 0.5
-0.1 0.2 -1.5
0.0 1.6 -2.5

| no. | gap between HOMO and LUMO (eV) | molecular weight (g mol⁻¹) |
| --- | --- | --- |
| 1 | 8.8229 | 1111.9 |
| 2 | 7.9229 | 1193.3 |